1.
# C5H10NO

A cluster of 2 separate species, C5H10NO in total at a distorted geometry (wB97M-V/def2-TZVPD, the OMol25 dataset).

```
17
Properties=species:S:1:pos:R:3:forces:R:3:lowdin_charge:R:1
C 0.67540 -0.09673 0.41794 -0.8 -0.2 -0.7 -0.186
C -1.10520 -0.60666 -1.44559 -1.1 -2.5 0.4 -0.596
H -0.01502 0.59473 2.36567 0.3 -0.3 0.1 0.069
H -2.48033 -1.92914 -2.40726 0.1 -0.1 0.0 0.022
H -0.85679 0.12049 -3.14428 0.4 0.7 0.0 0.044
H 0.68878 1.83924 1.41153 0.1 0.0 -0.4 0.072
H -0.82507 1.19820 -0.32826 -0.8 -0.2 0.4 0.120
H 0.79978 2.48460 3.73644 -0.1 0.2 0.3 0.034
H -2.60213 -1.82377 -0.55863 0.1 0.0 0.1 0.024
H 1.45575 0.31297 -0.23234 0.2 -0.4 -0.1 0.129
H 0.81853 -1.16553 0.60289 0.3 0.2 0.0 0.117
C 0.88538 0.76744 1.69561 -0.3 -0.2 0.4 -0.629
C -0.56951 0.13476 -0.33835 1.8 2.2 -0.5 0.026
C -2.09403 -1.54410 -1.47081 0.4 0.9 -0.1 0.003
H 1.16363 1.83876 3.81231 0.2 0.0 -0.1 0.028
O 2.08578 0.51025 2.19838 -0.3 0.1 0.3 -0.339
N -0.26565 -0.01339 -2.31543 -0.4 -0.5 0.0 0.061
```
Positions in Å, forces in eV/Å.

The value obtained for the frontier orbital gap is 0.229 hartree. The net charge is -1. For the HOMO energy, the calculation gives -0.113 Eh.



2.
# C5H10BrNO2

A cluster of 2 separate species, C5H10BrNO2 in total at a distorted geometry (wB97M-V/def2-TZVPD, the OMol25 dataset).

```
19
Properties=species:S:1:pos:R:3:forces:R:3:lowdin_charge:R:1
H -1.97029 1.85312 -0.14012 0.6 -1.0 -0.5 0.107
H -0.45305 2.49363 0.10070 0.7 0.9 0.0 0.038
H 1.59572 0.25746 0.90588 1.9 -1.4 4.1 0.009
H -0.50514 0.35854 -1.24838 0.2 -0.6 -2.5 0.104
N 2.23239 -2.30869 0.17408 0.1 -0.5 0.1 -0.508
C 1.19383 0.62901 0.09094 -1.3 -0.7 -5.0 -0.561
H -0.43333 -1.79918 0.06482 -0.8 1.5 1.7 0.081
C -0.80092 -0.83398 0.60385 0.8 -0.8 -1.0 -0.056
O 3.06986 -2.19233 1.05379 0.4 -0.3 1.3 0.035
C -0.21096 0.38297 -0.26225 -2.2 -0.3 4.5 -0.470
H -0.47505 -0.69003 1.68297 0.2 -0.6 -1.4 0.101
C 2.41167 -1.45820 -0.87709 -1.3 2.2 -2.4 0.060
H -1.24606 1.56941 1.28020 0.2 -0.5 2.5 0.052
C -0.96928 1.58200 0.28547 -1.6 1.9 -1.9 -0.121
O 1.29489 -3.10103 0.18053 0.1 -0.2 0.0 0.013
H -1.91894 -0.86649 0.71783 1.0 0.3 -0.8 0.085
Br 2.13706 1.87142 -0.85407 0.5 0.8 -0.3 0.831
H 3.27828 -0.78399 -0.81963 -0.5 -0.8 -0.2 0.073
H 1.76604 -1.62116 -1.79822 1.1 0.2 1.5 0.127
```
Positions in Å, forces in eV/Å.

The value obtained for the frontier orbital gap (alpha / beta) is 0.322 / 0.251 hartree. For the HOMO energy (alpha / beta), the calculation gives -0.352 / -0.314 Eh.



| no. | E_tot (eV) |
| --- | --- |
| 1 | -8879.81868 |
| 2 | -80967.65624 |